a.
Molecular formula: C9H10BrN
Method: DFT, the ωB97M-V functional and the def2-TZVPD basis

Geometry as ORCA input:
```
! wB97M-V def2-TZVPD RIJCOSX def2/J DEFGRID3
* xyz 0 1
C 1.1141 0.6048 1.0375
C 0.0575 1.2752 0.3510
C 1.1850 -0.7871 0.9837
C -0.7152 0.5851 -0.6231
C 0.3841 -1.4902 0.0547
C -0.4088 -0.7503 -0.7597
C -1.7858 1.3926 -1.1378
C -2.6057 2.1910 -0.1082
C 0.4472 -2.9994 -0.1597
N -3.2379 1.3956 0.9212
Br -3.6873 -0.3300 0.5152
H 1.8701 0.9539 1.7347
H -0.1364 2.2846 0.4405
H 1.9478 -1.2271 1.5654
H -1.5645 2.1521 -1.9813
H -2.4212 0.8043 -1.6805
H -1.9490 2.9866 0.1974
H -3.4171 2.7607 -0.6278
H -0.3624 -3.2063 -0.9419
H 1.4863 -3.3472 -0.6626
H 0.4158 -3.5187 0.7806
*
```

## Properties
* LUMO level (spin up / spin down): -0.71 / -0.44 eV
* Kohn-Sham gap (spin up / spin down): 8.10 / 8.51 eV

b.
Molecular formula: C9H10BrN
Method: DFT, the ωB97M-V functional and the def2-TZVPD basis

Geometry as ORCA input:
```
! wB97M-V def2-TZVPD RIJCOSX def2/J DEFGRID3
* xyz 0 1
C 2.2309 -1.5285 0.9261
C 2.4603 -0.1530 1.1391
C 1.1839 -1.9295 0.0810
C 1.4688 0.7966 0.7006
C 0.2138 -1.0017 -0.2067
C 0.3035 0.3590 0.0450
C -0.9841 -1.2809 -1.1300
C -2.0235 -0.2116 -0.8611
C -1.2013 2.2952 0.1850
N -0.7421 1.1526 -0.5093
Br -3.3389 -0.1876 0.5160
H 3.0332 -2.1576 1.2273
H 3.2449 0.3054 1.6778
H 1.0170 -2.8889 -0.2108
H 1.5885 1.9223 0.8134
H -0.7833 -1.0205 -2.2465
H -1.3786 -2.3979 -1.1398
H -2.3878 0.1932 -1.8373
H -2.2068 2.1451 0.1920
H -0.6910 2.4670 1.1953
H -1.0075 3.1214 -0.5572
*
```

## Properties
* LUMO level: 0.76 eV
* Kohn-Sham gap: 8.61 eV

Which is most stable? The ranking, best first, is b, a.

a.
Molecular formula: H23O11
Method: DFT, the ωB97M-V functional and the def2-TZVPD basis

Geometry as ORCA input:
```
! wB97M-V def2-TZVPD RIJCOSX def2/J DEFGRID3
* xyz 1 1
O 2.1898 1.1405 -2.5361
H 1.0359 1.0414 -1.6540
H 2.2056 0.6878 -3.3876
O 1.8589 -2.3734 3.2737
H 1.2214 -2.9220 3.7224
H 2.7290 0.4879 -2.0349
O 0.2741 1.0638 -0.8982
H 1.5115 3.4070 -0.1615
H -4.3763 0.6242 -0.6217
O -0.3879 -0.7369 -2.7252
H -1.1547 -0.7531 -3.3116
H -2.4144 3.2766 2.6157
O -1.7450 -1.4138 2.0938
H -2.2238 -0.8129 1.5150
H -0.2516 -1.6700 -2.5040
O 2.5794 -0.2098 0.9821
H 1.7610 -0.5912 1.3233
H -0.0056 0.2871 -1.5278
O 2.1875 -1.2926 -1.5080
H -0.2110 1.8704 -1.1502
O -2.5445 2.8484 1.7774
H -3.4807 2.6482 1.7705
H 2.6228 -2.1265 3.7886
O -1.5026 -2.7168 -0.5214
H 2.8084 -2.0067 -1.3021
H -2.2897 -2.1918 -0.3867
O 1.7053 4.2031 0.3244
H -1.3643 -3.3226 0.1961
H 1.3821 4.2466 1.2158
O -4.3488 -0.2910 -0.3302
H -5.2467 -0.5249 -0.0757
H 3.2814 -0.5937 1.5103
H -2.0221 -2.2824 1.8542
H 2.4248 -0.7887 -0.7133
*
```

## Properties
* LUMO level: -3.00 eV
* Kohn-Sham gap: 10.94 eV

b.
Molecular formula: H23O11
Method: DFT, the ωB97M-V functional and the def2-TZVPD basis

Geometry as ORCA input:
```
! wB97M-V def2-TZVPD RIJCOSX def2/J DEFGRID3
* xyz 1 1
O -3.4604 -0.7228 2.9590
H -0.0073 -1.6257 -0.0057
H 1.1109 -0.6154 0.7534
O -1.4906 1.5609 2.9439
H -3.6506 0.0784 3.4431
H 0.9776 -0.8024 -0.8813
O -0.8591 -3.0727 -0.4801
H -0.8472 1.0061 -1.0841
H 3.5381 2.5168 0.4065
O -1.0305 1.8765 -3.4809
H -0.4030 1.6318 -4.1632
H 2.6037 -0.7320 2.1556
O -2.6598 -1.8920 -2.4576
H 4.1323 1.2622 -0.1109
H -2.3924 1.2670 3.1049
O 2.5419 -0.8309 -2.8170
H 2.0609 -0.4224 -3.5376
H -3.7160 -1.5061 3.4435
O 0.9583 -1.3456 -0.0560
H -1.5860 -3.5181 -0.0413
O 1.7268 -0.3392 2.0333
H -1.1468 -2.8083 -1.3698
H -1.0787 0.7431 2.6671
O 0.9326 1.9497 2.1379
H 2.0048 0.4879 1.5727
H 0.8417 1.9851 3.0967
O 0.1214 0.9798 -1.0559
H 0.1994 2.4594 1.7896
H 0.3075 1.7159 -0.4557
O 3.2856 1.6051 0.2070
H -0.6087 2.3519 -2.7646
H 3.1053 -1.5252 -3.1649
H -2.1855 -1.1690 -2.8528
H -3.5394 -1.8192 -2.0948
*
```

## Properties
* LUMO level: -2.87 eV
* Kohn-Sham gap: 11.46 eV

Which is most stable? The ranking, best first, is b, a.

a.
Molecular formula: CH4O2S3
Method: DFT, the ωB97M-V functional and the def2-TZVPD basis

Geometry as ORCA input:
```
! wB97M-V def2-TZVPD RIJCOSX def2/J DEFGRID3
* xyz 0 1
C -1.1797 0.4277 -0.1512
O 0.6616 1.8023 1.1882
O 1.0316 1.4097 -1.1762
S 3.4883 -0.0951 -0.0845
S 1.6446 -0.9765 0.0872
S 0.6070 0.8749 0.1005
H -1.7081 1.3373 -0.5238
H -1.0605 -0.5837 -0.6046
H -1.6392 0.1201 0.7652
H 3.1837 0.5837 -1.3485
*
```

## Properties
* SMILES: CS(=O)(=O)SS
* LUMO level: -0.07 eV
* Kohn-Sham gap: 9.58 eV

b.
Molecular formula: CH4O2S3
Method: DFT, the ωB97M-V functional and the def2-TZVPD basis

Geometry as ORCA input:
```
! wB97M-V def2-TZVPD RIJCOSX def2/J DEFGRID3
* xyz 0 1
C 1.3110 -0.4762 0.4091
O -1.5978 -1.0032 -0.8971
O -0.4828 0.1890 0.9594
S -3.2698 0.6274 0.8752
S 1.4783 -0.3845 -1.2824
S -1.6085 0.1335 -0.0444
H 1.7487 0.1701 1.2433
H 1.5271 -1.5090 0.7954
H 1.9106 0.9560 -1.2292
H -1.0168 1.2969 -0.8294
*
```

## Properties
* LUMO level: -1.19 eV
* Kohn-Sham gap: 7.54 eV

Which is most stable? The ranking, best first, is a, b.

a.
Molecular formula: C18H27N3O
Method: DFT, the ωB97M-V functional and the def2-TZVPD basis

Geometry as ORCA input:
```
! wB97M-V def2-TZVPD RIJCOSX def2/J DEFGRID3
* xyz 0 1
C -5.0759 -0.9903 1.4093
H -4.5634 -1.8301 1.8747
H -5.9117 -1.3773 0.8306
C -4.1168 -0.2104 0.5155
C -3.5331 -1.1104 -0.5797
C -2.7539 -0.2976 -1.6166
C -1.8407 0.6514 -0.9230
N -0.8553 1.3257 -1.4922
N -0.3474 2.1105 -0.5381
C -0.9839 1.9405 0.6434
C -1.9656 0.9982 0.4361
C -2.9803 0.3982 1.3465
H -3.3706 1.1524 2.0343
H -2.5150 -0.3882 1.9517
H -0.6987 2.4938 1.5154
C 0.7341 3.0078 -0.8205
H 0.4885 4.0220 -0.4918
H 0.8841 3.0085 -1.9032
C 2.0448 2.5938 -0.1328
O 2.7486 3.3929 0.4453
N 2.3305 1.2876 -0.2681
H 1.6618 0.6728 -0.7112
C 3.4438 0.6597 0.4023
H 4.1032 0.1989 -0.3401
H 3.9889 1.4537 0.9171
C 2.9574 -0.3981 1.4041
C 2.2467 -1.5164 0.6918
C 0.9270 -1.5252 0.5528
C 0.1645 -2.5627 -0.2101
C 1.0824 -3.4024 -1.0929
C 2.3138 -3.8192 -0.2981
C 3.1191 -2.5814 0.0860
H 3.9062 -2.8525 0.7945
H 3.6136 -2.1781 -0.8041
H 2.9349 -4.5005 -0.8827
H 1.9971 -4.3424 0.6065
H 0.5476 -4.2806 -1.4595
H 1.3950 -2.8136 -1.9581
H -0.3620 -3.2095 0.5009
H -0.5941 -2.0682 -0.8201
H 0.3267 -0.7535 1.0187
H 2.2845 0.0828 2.1165
H 3.8212 -0.7820 1.9490
H -2.1937 -0.9501 -2.2900
H -3.4510 0.2776 -2.2344
H -4.3386 -1.6538 -1.0778
H -2.8730 -1.8459 -0.1140
H -4.6676 0.6056 0.0338
H -5.4705 -0.3508 2.1959
*
```

## Properties
* SMILES: C[C@@H]1CCc2nn(CC(=O)NCCC3=CCCCC3)cc2C1
* LUMO level: 0.89 eV
* Kohn-Sham gap: 9.73 eV

b.
Molecular formula: C18H27N3O
Method: DFT, the ωB97M-V functional and the def2-TZVPD basis

Geometry as ORCA input:
```
! wB97M-V def2-TZVPD RIJCOSX def2/J DEFGRID3
* xyz 0 1
C -3.7869 -1.7469 -2.1339
C -2.7689 -1.4295 -1.0462
C -2.2936 -2.6880 -0.3249
C -1.2280 -2.3886 0.7216
N -0.0331 -1.8598 0.0922
C 0.9981 -1.4216 0.8813
O 0.8995 -1.3058 2.0900
N 2.1409 -1.0876 0.2067
C 2.2215 -0.9887 -1.2326
H 1.2916 -0.5478 -1.6044
C 3.4049 -0.0745 -1.6101
N 3.5869 1.0298 -0.7024
C 3.9388 0.5610 0.6292
C 3.3560 -0.8317 0.9464
H 3.1084 -0.9180 2.0052
H 4.0908 -1.6080 0.6937
H 5.0334 0.5038 0.6911
H 3.6033 1.2943 1.3620
C 2.5628 2.0617 -0.7520
C 1.2534 1.7698 -0.0769
C 0.0690 1.9182 -0.6653
C -1.2358 1.7498 -0.0401
C -2.3710 2.1730 -0.7347
C -3.6291 2.0774 -0.1723
C -3.7816 1.5482 1.0986
C -2.6657 1.1109 1.7946
C -1.4058 1.2090 1.2356
H -0.5555 0.8473 1.7913
H -2.7786 0.6894 2.7832
H -4.7640 1.4723 1.5417
H -4.4938 2.4150 -0.7257
H -2.2595 2.5902 -1.7264
H 0.0379 2.2435 -1.7005
H 1.3179 1.4628 0.9561
H 3.0003 2.9488 -0.2733
H 2.3965 2.3038 -1.8054
H 4.3354 -0.6499 -1.6044
H 3.2544 0.3136 -2.6199
H 2.3585 -1.9778 -1.6999
H 0.2032 -2.2899 -0.7879
H -1.5829 -1.6365 1.4292
H -0.9935 -3.3008 1.2893
H -1.8935 -3.3993 -1.0537
H -3.1416 -3.1654 0.1696
H -1.9102 -0.9178 -1.4845
H -3.2144 -0.7504 -0.3188
H -4.6568 -2.2430 -1.7089
H -4.1178 -0.8331 -2.6212
H -3.3556 -2.4022 -2.8884
*
```

## Properties
* SMILES: CCCCNC(=O)N1CCN(C/C=C/c2ccccc2)CC1
* LUMO level: 0.75 eV
* Kohn-Sham gap: 8.92 eV

Which is most stable? The ranking, best first, is a, b.

a.
Molecular formula: C12H42N12O12
Method: DFT, the ωB97M-V functional and the def2-TZVPD basis

Geometry as ORCA input:
```
! wB97M-V def2-TZVPD RIJCOSX def2/J DEFGRID3
* xyz 0 1
C 15.2847 -0.8100 -15.2980
O 15.7366 -0.6804 -14.1762
N 15.3945 -1.9598 -16.0476
N 14.5569 0.2032 -15.8887
H 16.0682 -2.6261 -15.7169
H 15.1582 -1.8802 -17.0201
H 14.3427 0.0758 -16.8589
H 14.4239 1.0153 -15.3118
C 9.6545 1.9590 -15.3451
O 9.8134 3.1668 -15.3104
N 8.6051 1.3542 -14.6846
N 10.3769 1.1181 -16.1500
H 8.6254 0.3936 -14.3980
H 8.0849 2.0673 -14.2019
H 11.1725 1.5607 -16.5728
H 10.3268 0.1251 -16.0219
C 15.0949 7.8338 -18.7400
O 14.2170 8.4139 -19.3600
N 15.0952 6.4735 -18.5921
N 16.1190 8.4970 -18.1277
H 14.3507 6.0196 -19.0882
H 15.9606 5.9747 -18.4226
H 16.8204 7.9593 -17.6500
H 16.2846 9.4503 -18.3870
C 16.5335 3.1486 -18.1450
O 16.9990 4.2790 -18.0728
N 17.1852 2.0795 -17.6078
N 15.2760 2.8797 -18.6037
H 18.0506 2.2257 -17.1236
H 16.8334 1.1528 -17.7581
H 14.7419 2.0584 -18.3955
H 14.7837 3.6157 -19.0753
C 11.5755 0.3612 -12.0664
O 11.1216 -0.6987 -11.6710
N 10.8901 1.5402 -11.9807
N 12.7526 0.4904 -12.7592
H 9.9149 1.4380 -11.7710
H 11.2887 2.4323 -12.2052
H 12.9210 1.2720 -13.3750
H 13.4252 -0.2555 -12.7342
C 13.2717 3.4370 -10.2670
O 12.3618 4.1088 -9.8219
N 13.7719 3.5935 -11.5388
N 14.0397 2.6166 -9.4602
H 13.4680 4.4032 -12.0533
H 14.6471 3.1570 -11.7655
H 13.5951 2.2619 -8.6332
H 14.7926 2.0762 -9.8483
C 14.7147 8.9478 -14.8369
C 13.5576 9.2639 -13.9321
O 13.1130 8.1462 -13.1688
O 15.9539 8.7714 -14.1518
H 14.8180 9.7251 -15.5936
H 14.4821 8.0126 -15.3593
H 12.7577 9.6702 -14.5600
H 13.8367 10.0314 -13.2003
H 12.3175 8.3938 -12.6880
H 16.4856 9.5502 -14.3286
C 14.1681 5.1301 -15.1506
C 14.0592 3.6357 -15.5035
O 13.2628 2.9401 -14.5623
O 13.1398 5.4726 -14.2538
H 14.0920 5.6827 -16.0941
H 15.1506 5.3841 -14.7360
H 15.0268 3.1414 -15.5565
H 13.5621 3.6050 -16.4800
H 12.5106 3.4878 -14.3026
H 13.2284 6.3918 -13.9635
C 9.7881 8.5774 -15.1243
C 9.9759 7.1466 -15.4878
O 8.7716 6.4486 -15.8295
O 9.2704 8.7231 -13.7888
H 9.1512 9.1503 -15.8017
H 10.7760 9.0559 -15.1163
H 10.5805 6.6367 -14.7324
H 10.5784 7.0706 -16.4028
H 8.7781 5.6616 -15.2744
H 8.9371 9.6182 -13.6936
*
```

## Properties
* SMILES: NC(N)=O.NC(N)=O.NC(N)=O.NC(N)=O.NC(N)=O.NC(N)=O.OCCO.OCCO.OCCO
* LUMO level: -0.35 eV
* Kohn-Sham gap: 8.96 eV

b.
Molecular formula: C12H42N12O12
Method: DFT, the ωB97M-V functional and the def2-TZVPD basis

Geometry as ORCA input:
```
! wB97M-V def2-TZVPD RIJCOSX def2/J DEFGRID3
* xyz 0 1
C 3.8036 0.1859 1.7950
C 4.0543 1.2590 0.7907
O 5.4858 1.1063 0.4378
O 3.9678 -1.0235 1.0915
H 2.7966 0.2583 2.1693
H 4.5854 0.2937 2.5474
H 3.8556 2.2927 1.0512
H 3.3831 1.2043 -0.0984
H 5.6160 0.2472 0.8419
H 4.0690 -1.6864 1.8027
C -2.6394 -3.0372 2.8432
C -3.1712 -1.6979 2.3413
O -3.5087 -1.8607 1.0136
O -2.3853 -4.0434 1.8507
H -3.3404 -3.5109 3.5087
H -1.6766 -2.9198 3.3383
H -2.3500 -0.9340 2.3736
H -4.1332 -1.5351 2.8315
H -3.1810 -2.7784 0.7239
H -1.5995 -3.7596 1.2788
C -1.0913 0.3337 -5.2275
C -1.3070 1.0692 -6.5305
O -1.7999 2.3944 -6.2135
O -2.2456 0.2879 -4.3560
H -0.3075 0.8867 -4.6446
H -0.7533 -0.6842 -5.3071
H -2.0129 0.5030 -7.1431
H -0.3775 1.2226 -7.1109
H -1.1024 3.0588 -5.9951
H -2.7402 1.1215 -4.4706
C 0.7991 -3.6049 0.4646
O -0.3346 -3.2721 0.1519
N 1.8695 -2.8295 0.0104
N 1.0208 -4.8697 1.1081
H 2.7089 -2.8571 0.5542
H 1.7260 -1.8905 -0.3358
H 0.1324 -5.2605 1.4655
H 1.9508 -5.2830 1.2233
C -3.3508 2.3943 0.9320
O -3.6089 2.9405 1.9956
N -3.0812 3.1152 -0.1712
N -3.4567 1.0650 0.7110
H -2.7532 2.6929 -1.0393
H -2.7279 4.0259 0.0451
H -3.8270 0.4836 1.4349
H -3.6283 0.6931 -0.2345
C -0.4583 1.6651 3.2326
O 0.4135 1.2498 3.9808
N -1.6128 2.0747 3.7363
N -0.2665 1.5663 1.9154
H -1.7819 1.9900 4.7094
H -2.2750 2.6794 3.2465
H -1.1105 1.4310 1.3441
H 0.6157 1.1082 1.6726
C 1.8937 3.2071 -3.3544
O 1.3457 3.6852 -4.3765
N 1.9193 3.9361 -2.2597
N 2.3456 1.9193 -3.4704
H 2.4392 3.8173 -1.4433
H 1.3433 4.7039 -2.4193
H 2.2210 1.2469 -2.6999
H 2.0108 1.5714 -4.3183
C 1.9019 -2.4806 3.3272
O 2.8461 -2.9987 2.7114
N 0.8460 -1.8865 2.7144
N 1.8077 -2.5759 4.7443
H 0.1388 -1.4860 3.3283
H 0.9034 -1.5106 1.7574
H 2.5096 -3.2509 5.1270
H 1.5040 -1.7585 5.2766
C -0.2256 0.5594 -1.4631
O 0.8328 0.6662 -0.8496
N -0.9305 -0.5470 -1.6896
N -0.7294 1.6415 -2.0669
H -1.8269 -0.5450 -2.1147
H -0.5459 -1.4031 -1.3155
H -1.2856 1.4552 -2.8780
H -0.1227 2.4714 -1.9544
*
```

## Properties
* SMILES: NC(N)=O.NC(N)=O.NC(N)=O.NC(N)=O.NC(N)=O.NC(N)=O.OCCO.OCCO.OCCO
* LUMO level: 0.20 eV
* Kohn-Sham gap: 9.67 eV

Which is most stable? The ranking, best first, is a, b.